# 1
Below is C12H33AlO4P as an isolated structure, with properties calculated with wB97M-V/def2-TZVPD.

XYZ file:
```
51
Properties=species:S:1:pos:R:3:nbo_charge:R:1
C 0.13 2.16 1.03 -0.607
H 1.86 1.30 2.00 0.171
H -2.11 -3.12 -0.06 0.192
C 2.32 -0.76 0.14 -0.398
H -0.07 -4.45 0.50 0.199
H -0.64 -2.50 -2.68 0.201
H -2.75 5.12 -0.35 -0.416
C 1.64 2.07 1.25 -0.404
H 1.66 -0.72 1.02 0.199
H -3.10 -5.09 -0.57 0.196
H 2.01 -1.64 -0.44 0.189
H 2.23 2.62 -0.74 0.212
H -2.81 -6.78 -0.89 0.196
H 4.11 -0.12 1.20 0.206
C 2.11 0.48 -0.72 -0.396
H -1.58 -7.01 1.28 0.197
H -0.37 -6.41 -0.94 0.195
H -1.88 -5.30 1.63 0.205
H 1.07 0.50 -1.08 0.202
H -1.21 -5.48 -2.15 0.199
H -0.63 -2.21 -0.21 0.213
H -0.38 2.38 1.96 0.216
C 3.76 -0.95 0.59 -0.609
P 0.08 6.50 0.62 1.723
H -2.76 6.22 2.05 -0.401
O 0.85 6.72 -0.85 -1.000
Al -2.27 6.38 0.52 1.001
H -0.27 1.22 0.63 0.173
C -0.36 -4.30 -0.55 -0.397
C -1.19 -3.03 -0.65 -0.401
H 1.98 3.02 1.67 0.238
C -1.05 -5.57 -1.07 -0.396
C -2.26 -6.17 1.10 -0.610
C 2.43 1.81 -0.03 -0.397
H -2.12 -1.72 -2.11 0.216
H -0.02 8.55 1.18 0.468
O -3.02 7.95 -0.11 -1.182
H 3.50 1.86 0.19 0.188
C -2.38 -5.90 -0.40 -0.398
O 0.67 5.30 1.30 -1.132
O 0.47 7.84 1.58 -0.980
H 0.57 -4.16 -1.10 0.200
H 2.73 0.40 -1.62 0.189
H -2.15 -3.42 -2.57 0.194
H 0.23 6.99 -1.50 0.478
H 3.86 -1.86 1.18 0.199
H 4.43 -1.04 -0.28 0.194
H -3.23 -6.42 1.52 0.206
C -1.55 -2.65 -2.09 -0.610
H -0.10 2.96 0.33 0.232
H -2.44 8.41 -0.70 0.444
```

frontier orbital gap	7.94	eV
net charge	-1
spin multiplicity	1
F_max	2.057	eV Å⁻¹


# 2
Below is C12H33Cr2F2N3O3 as an isolated structure, with properties calculated with wB97M-V/def2-TZVPD.

XYZ file:
```
55
Properties=species:S:1:pos:R:3:nbo_charge:R:1
H -3.34 -1.95 0.34 0.380
H 3.50 -1.27 -1.74 0.173
C 1.02 -2.51 -1.60 -0.616
C 1.37 6.49 -0.04 -0.261
H -2.60 4.42 -2.79 0.218
H -3.03 -3.26 2.84 0.223
H -0.01 -2.36 -1.27 0.162
H 5.36 -2.28 -2.69 0.175
O -0.95 -1.43 2.50 -0.612
Cr -2.32 -0.01 1.83 1.553
F -1.18 0.03 0.02 -0.805
H 1.24 -1.75 -2.35 0.218
C -2.86 -4.24 0.90 -0.646
H 2.00 -3.07 0.29 0.172
H -2.52 -5.15 1.41 0.258
N -1.72 2.85 -0.81 -0.914
H 0.71 -0.89 0.25 0.350
H -1.51 5.68 -2.66 0.268
H -4.39 -2.00 1.47 0.423
H 1.11 -1.66 2.78 0.214
F -3.73 0.85 0.45 -0.820
H -0.31 3.71 -2.13 0.223
H 0.15 -1.69 4.26 0.216
H -0.62 -2.82 1.02 0.207
H 0.68 7.10 0.56 0.177
C -2.63 -3.06 1.84 -0.083
C -2.01 4.94 -2.03 -0.648
H -1.13 2.43 -0.08 0.387
H 2.08 5.96 0.60 0.179
H 4.14 -1.81 -0.26 0.163
C 3.45 -2.14 -1.06 -0.061
H -2.44 3.28 -0.22 0.400
C -0.18 4.74 -0.29 -0.074
H 1.90 7.23 -0.64 0.219
N -3.39 -1.85 1.36 -0.880
C 0.24 -1.24 3.27 -0.261
C -1.15 -2.76 1.98 -0.081
H -2.20 -4.16 0.04 0.220
N 1.71 -0.98 0.11 -0.851
C 5.19 -3.25 -2.22 -0.252
H -2.63 5.54 -1.37 0.227
C -0.99 4.05 -1.35 -0.071
Cr -2.53 0.84 -1.34 1.667
H 2.17 -0.87 1.00 0.352
H 1.07 -3.48 -2.10 0.242
H -3.88 -4.37 0.56 0.242
H 0.40 -0.17 3.42 0.206
H 5.23 -4.04 -2.97 0.204
H 0.43 4.04 0.33 0.162
H -0.79 5.27 0.46 0.173
H 5.94 -3.50 -1.47 0.182
O 3.89 -3.32 -1.65 -0.543
H -0.66 -3.46 2.67 0.232
C 2.07 -2.30 -0.49 -0.065
O 0.66 5.65 -0.93 -0.524
```

frontier orbital gap (alpha / beta)	4.93 / 5.77	eV
net charge	+2
spin multiplicity	9
F_max	2.370	eV Å⁻¹


# 3
Below is C12H33FeO6 as an isolated structure, with properties calculated with wB97M-V/def2-TZVPD.

XYZ file:
```
52
Properties=species:S:1:pos:R:3:nbo_charge:R:1
H 0.67 1.40 -3.42 0.224
H -1.83 3.31 -0.87 0.235
O -0.90 1.62 -0.28 -0.507
H -3.11 -0.30 -4.38 0.219
C 0.14 3.80 0.02 -0.642
H 0.81 3.75 -0.84 0.208
H 0.74 3.41 0.85 0.207
O 1.22 -2.08 -0.33 -0.767
H 2.14 1.24 2.78 0.169
H 2.77 -2.56 1.86 0.216
C 1.23 0.64 2.85 -0.074
H 1.98 -0.55 -2.82 0.203
H 3.27 -3.57 0.56 0.213
O 0.87 0.09 1.61 -0.647
H -3.37 -1.02 1.36 0.189
H -3.04 0.49 -2.74 0.200
H -0.02 4.87 0.12 0.235
H -1.86 -2.09 0.36 0.512
C -1.16 2.96 -0.09 -0.097
H -2.82 -1.15 3.75 0.233
H -2.17 -2.65 3.02 0.217
H 0.02 2.49 2.98 0.209
C 0.12 1.52 3.48 -0.622
H -1.13 -1.27 3.45 0.215
H -1.24 -1.62 -3.96 0.171
C -2.10 -1.57 3.05 -0.642
H 0.31 1.71 4.53 0.233
O 1.84 0.68 -1.12 -0.769
O -0.68 -0.83 -2.08 -0.841
H 1.48 -0.17 3.53 0.199
C -2.36 -0.83 1.71 -0.069
O -1.48 -1.25 0.63 -0.771
H 2.39 1.43 -0.86 0.513
H -2.35 -1.91 -2.71 0.154
H -1.86 0.85 -3.92 0.200
H 3.40 0.50 -2.48 0.186
H -0.87 1.06 3.42 0.201
C 2.46 -3.43 1.28 -0.637
C 1.75 1.50 -3.42 -0.640
H 1.78 -2.49 -0.99 0.507
H 0.79 -4.09 0.19 0.182
C 2.31 0.43 -2.46 -0.073
H 0.34 -2.93 1.41 0.199
H -1.72 3.17 0.83 0.201
C 1.09 -3.15 0.65 -0.076
C -2.48 0.03 -3.55 -0.626
C -1.64 -1.16 -3.06 -0.048
H 1.89 2.50 -3.01 0.203
Fe 0.07 -0.17 -0.30 1.825
H -2.26 0.22 1.96 0.199
H 2.43 -4.31 1.91 0.231
H 2.17 1.47 -4.43 0.236
```

frontier orbital gap (alpha / beta)	10.27 / 5.22	eV
net charge	+1
ΔE to the lowest compared entry with this formula, charge and spin	0.0	kcal/mol
spin multiplicity	7
F_max	2.156	eV Å⁻¹


# 4
Below is C12H33KNO5 as an isolated structure, with properties calculated with wB97M-V/def2-TZVPD.

XYZ file:
```
52
Properties=species:S:1:pos:R:3:lowdin_charge:R:1
H 13.79 -10.92 24.79 0.123
O 9.97 -10.44 26.31 -0.341
C 13.42 -9.91 24.98 -0.213
H 8.24 -11.04 22.58 0.134
C 10.99 -6.32 26.24 -0.132
H 9.24 -9.64 23.92 0.057
O 10.16 -7.80 23.04 -0.305
H 10.71 -5.75 24.06 0.116
H 8.33 -9.47 27.25 0.129
H 9.74 -11.91 22.39 0.136
C 9.83 -10.01 21.55 -0.079
H 11.87 -6.52 26.86 0.118
C 10.18 -8.24 27.45 -0.186
O 12.47 -6.73 24.35 -0.278
H 9.49 -7.12 23.05 0.128
H 11.14 -8.48 27.90 0.112
C 9.32 -10.91 22.57 -0.283
H 12.32 -8.85 26.38 0.036
H 9.50 -10.31 20.55 0.108
C 9.41 -9.62 27.33 -0.143
H 14.41 -9.44 24.99 0.121
H 12.84 -7.39 23.10 0.027
C 11.04 -7.48 22.01 -0.265
H 13.94 -6.45 25.97 0.104
H 10.77 -7.90 21.04 0.109
C 12.67 -9.88 26.32 -0.055
H 9.32 -7.34 26.03 0.127
O 12.61 -9.59 23.84 -0.318
H 13.10 -7.83 21.37 0.112
H 10.43 -5.50 26.69 0.131
H 9.43 -9.01 21.73 0.071
H 11.02 -6.40 21.89 0.131
H 13.15 -10.17 27.25 0.110
C 13.74 -6.39 24.90 -0.055
O 9.72 -10.46 23.83 -0.242
H 8.44 -11.91 25.83 0.099
H 9.63 -12.24 27.12 0.097
H 11.81 -4.82 24.91 0.133
N 10.29 -7.60 26.16 -0.205
H 14.08 -5.43 24.51 0.109
H 14.50 -7.08 24.53 0.095
C 11.48 -5.85 24.82 -0.164
H 12.52 -8.99 22.64 -0.022
K 10.85 -8.92 24.51 0.998
H 9.56 -10.17 28.25 0.127
C 9.48 -11.78 26.14 -0.059
H 11.80 -10.55 26.33 0.068
H 9.69 -7.62 28.20 0.131
H 10.01 -12.38 25.41 0.098
H 10.91 -9.99 21.49 0.095
C 12.49 -7.98 22.26 -0.049
H 13.15 -9.73 23.06 0.106
```

frontier orbital gap	9.84	eV
net charge	+1
ΔE to the lowest compared entry with this formula, charge and spin	268.7	kcal/mol
spin multiplicity	1
F_max	7.927	eV Å⁻¹